A:
9
Properties=species:S:1:pos:R:3 method="wB97M-V/def2-TZVPD" e_homo_ha=-0.3868
O -0.5277 0.6719 -1.1861
N 0.1469 -0.0693 0.8108
N 1.0578 1.9256 -0.1191
N -1.1138 -0.5612 -1.4221
N -1.0194 -1.4518 -0.5047
C -0.3158 -1.2302 0.6173
C 0.3309 0.9128 -0.1840
H -0.2359 -2.1442 1.1842
H 1.6770 1.9464 0.8036

=====

B:
9
Properties=species:S:1:pos:R:3 method="wB97M-V/def2-TZVPD" e_homo_ha=-0.3695
O 2.6811 -0.1394 0.5210
N 0.8327 -1.2492 -0.6140
N -1.1946 -0.3017 0.6762
N 0.6852 1.2025 -0.4689
N -0.4171 -1.3460 -0.2256
C 1.4997 -0.1581 0.0338
C -0.5407 0.9318 -0.0202
H -2.2310 -0.5946 0.6867
H -1.3154 1.6547 -0.5890

=====

Energies, relative to the best one, in kcal/mol: A 0.0; B 38.8.

=====

A:
10
Properties=species:S:1:pos:R:3 method="wB97M-V/def2-TZVPD" e_homo_ha=-0.3317
O -1.6462 1.4067 -0.1988
O 2.5058 -0.2151 -0.4826
O 0.2397 -1.4760 0.1760
N -1.2312 -1.8261 -0.2313
N -0.9700 0.2303 -0.3378
N 1.3703 0.6001 0.0358
N -1.7903 -0.7395 -0.2328
C 0.3549 -0.2240 0.0484
H 3.1190 0.5393 0.4492
H -1.9519 1.7044 0.7738

=====

B:
10
Properties=species:S:1:pos:R:3 method="wB97M-V/def2-TZVPD" e_homo_ha=-0.3891
O -0.3685 -0.6538 -1.6203
O 1.4689 0.2842 -0.4959
O -0.1599 1.7649 1.5399
N 0.0753 0.2085 -0.8677
N -0.8626 0.5437 1.3527
N -0.7483 -1.9065 -0.9087
N -1.0951 -1.5241 0.1910
C -0.7704 -0.0440 0.2646
H 0.5496 2.0171 0.8659
H 1.9110 -0.6901 -0.3214

=====

Energies, relative to the best one, in kcal/mol: A 27.9; B 0.0.

=====

A:
9
Properties=species:S:1:pos:R:3 method="wB97M-V/def2-TZVPD" e_homo_ha="-0.3115 / -0.3006"
P -1.6463 1.7607 0.2077
N -0.5112 -0.7749 0.6409
C -1.3335 0.2748 0.9602
C 0.5068 -0.7952 -0.3046
C 1.2114 0.2364 -0.6865
H 1.1957 1.1696 -0.2729
H -2.1479 -0.1432 1.7121
H 2.0418 0.1434 -1.5002
H 0.6833 -1.8716 -0.7566

=====

B:
9
Properties=species:S:1:pos:R:3 method="wB97M-V/def2-TZVPD" e_homo_ha="-0.3334 / -0.3379"
P -0.1949 3.0728 -0.2456
N -3.1129 0.8461 -1.6177
C -1.1061 1.6985 -0.5120
C -2.1502 1.3985 -1.3005
C -0.3482 -0.7954 0.0099
H -1.3207 -1.0944 -0.2319
H 0.5386 2.4163 0.9534
H 0.3406 -0.8992 -0.8245
H -0.0008 -0.6869 1.0504

=====

C:
9
Properties=species:S:1:pos:R:3 method="wB97M-V/def2-TZVPD" e_homo_ha=-0.3713
P -0.8398 -1.6227 -0.2845
N -2.0513 0.9902 -0.0193
C 1.2522 1.3563 -0.1915
C 2.0804 0.4494 -0.3138
C -1.5123 -0.0163 -0.0009
H -0.2186 -1.6571 0.9988
H -1.8905 -1.1541 0.5346
H 2.6897 -0.4206 -0.4547
H 0.4901 2.0748 -0.2687

=====

Energies, relative to the best one, in kcal/mol: A 0.0; B 18.8; C 12.4.

=====

A:
9
Properties=species:S:1:pos:R:3 method="wB97M-V/def2-TZVPD" e_homo_ha=-0.3230
P -1.9078 0.1657 0.0661
N 0.5474 -1.1008 -0.0690
C 1.1199 0.1185 0.0395
C -0.7341 1.2430 -0.1256
C -0.6606 -1.3678 -0.0505
H 1.3037 0.3778 1.0654
H -1.1033 -2.4563 -0.0493
H -0.5014 2.3340 -0.2224
H 1.9362 0.6861 -0.6543

=====

B:
9
Properties=species:S:1:pos:R:3 method="wB97M-V/def2-TZVPD" e_homo_ha="-0.2979 / -0.2979"
P -0.1958 -0.4847 -1.1873
N -0.3371 0.2341 1.2134
C 0.6573 0.5390 1.8199
C -1.0829 -0.2764 0.3208
C 1.1770 0.3300 -1.1030
H -2.1760 -0.4889 0.4614
H 1.9107 0.0326 -1.7243
H 1.0763 1.4905 1.8616
H -1.0294 -1.3762 -1.6626

=====

Energies, relative to the best one, in kcal/mol: A 0.0; B 63.3.

=====

A:
9
Properties=species:S:1:pos:R:3 method="wB97M-V/def2-TZVPD" e_homo_ha=-0.3278
P -1.2323 0.0914 1.7025
N -0.7739 -1.4124 0.9710
C -1.2762 1.4297 0.7550
C 0.7678 -0.6841 -0.9072
C -0.0514 -1.2932 -0.0502
H 1.8149 -0.8476 -1.1405
H -2.4059 -0.2092 2.3380
H -0.6120 1.4534 -0.1040
H 0.4257 -0.0735 -1.7644

=====

B:
9
Properties=species:S:1:pos:R:3 method="wB97M-V/def2-TZVPD" e_homo_ha=-0.3292
P -1.1695 1.4389 -0.4832
N 0.5554 1.6272 -0.8394
C -1.5182 0.4091 0.7651
C 0.9822 -0.7285 -0.1332
C 0.9738 0.4900 -0.6280
H 0.9830 -0.9383 0.8965
H -1.4882 2.5788 0.0403
H -0.8930 -0.3993 1.1450
H 0.9875 -1.6719 -0.6107

=====

Energies, relative to the best one, in kcal/mol: A 0.0; B 9.5.

=====

A:
30
Properties=species:S:1:pos:R:3 method="wB97M-V/def2-TZVPD" e_homo_ha=-0.4993 total_charge=+1
N 0.7352 0.1413 1.1691
N 2.5528 -1.7695 -0.4672
C 0.1374 2.1615 -1.4118
C -2.2471 -0.7559 1.3622
C 1.9719 -1.9688 0.5812
C -0.2912 0.3495 0.4109
C 1.1243 -1.1656 1.6018
C 1.6513 2.1385 -1.5669
C -1.3793 -0.6670 0.0764
C -0.5523 1.7433 -0.0507
C -0.9158 -1.9595 -0.6081
H -1.3691 -2.2091 -1.6464
H -1.8968 -1.4292 2.0269
H 2.0150 2.8767 -0.7402
H 2.6445 -0.8210 -0.7948
H -1.9275 -0.1661 -0.5926
H 2.0390 -3.0259 1.0451
H 1.5107 0.7747 1.3537
H 1.7117 -0.9381 2.5485
H -1.0725 -2.7234 0.1016
H 2.0077 2.5430 -2.4627
H -2.3739 0.2782 1.9528
H 2.1996 1.1231 -1.4437
H -0.1300 2.3598 0.8259
H -1.5432 1.8771 -0.1081
H -0.3814 3.0438 -1.6092
H 0.0960 -1.8214 -0.6839
H 0.1713 -1.8858 1.6700
H -0.1669 1.5929 -2.1745
H -3.1783 -1.2304 1.0885

=====

B:
30
Properties=species:S:1:pos:R:3 method="wB97M-V/def2-TZVPD" e_homo_ha=-0.4961 total_charge=+1
N 1.1535 -1.0656 0.0946
N 3.0794 0.2692 0.4752
C -0.1880 0.1667 0.8060
C -0.7737 1.0403 -0.2557
C -1.5932 -0.1728 0.3593
C 2.4345 -0.8651 0.1811
C -0.1219 0.7901 -1.6484
C -2.0321 -1.3274 -0.5023
C -2.6188 0.1447 1.5166
C -0.9546 2.4669 0.1734
C 3.2427 -2.1267 -0.0636
H -1.8646 2.7937 0.7760
H 0.7592 1.4413 -1.7377
H 2.6330 -2.8764 -0.5893
H -2.0216 -2.1872 0.0686
H -1.2709 -1.4572 -1.3082
H -0.1392 2.6984 0.8888
H 4.0887 0.2618 0.5196
H 0.1660 0.1035 1.7511
H 4.2606 -1.8610 -0.3787
H -3.1330 -0.8298 1.6836
H 0.2154 -0.2685 -1.8435
H -3.0564 -1.2876 -0.8918
H -3.2500 0.9660 1.3189
H 3.2982 -2.6050 0.9710
H 0.7482 -1.9252 0.0586
H -2.0938 0.1413 2.5005
H 2.5548 1.0607 0.8255
H -0.8238 1.0297 -2.3612
H -0.7815 3.0746 -0.7249

=====

C:
30
Properties=species:S:1:pos:R:3 method="wB97M-V/def2-TZVPD" e_homo_ha=-0.4739 total_charge=+1
N -0.9011 -0.6993 -0.7701
N 0.2075 1.2262 -0.0648
C -1.6509 -1.9610 -0.5745
C -2.2678 1.4529 -0.3935
C 0.9422 -1.0211 -0.0510
C -1.1940 0.4579 0.0990
C 1.8606 0.6096 -1.6677
C 1.4412 0.3526 -0.1176
C -1.3066 0.1347 1.5331
C 1.2164 -2.2270 0.2491
C 2.4121 0.8114 0.9109
H 1.0659 0.3439 -2.3472
H 2.4624 1.9621 0.9602
H 2.1228 0.3846 1.8330
H -2.7906 -1.8816 -0.8279
H 0.4671 -2.9658 0.0304
H 3.4099 0.4276 0.6254
H -1.5708 -2.4981 0.3741
H 2.0511 -2.6478 0.8871
H -3.1075 0.8812 -0.5418
H -2.3704 -0.3544 1.9466
H -1.1270 0.9190 2.2682
H 0.1847 1.9296 0.6961
H -1.2165 -2.6241 -1.3569
H -0.6361 -0.6942 1.7595
H 2.2521 1.7056 -1.6414
H -2.5342 2.2719 0.2585
H -2.3091 1.9632 -1.3061
H 2.7500 0.0024 -1.7162
H 0.1364 1.7381 -1.0544

=====

Energies, relative to the best one, in kcal/mol: A 16.4; B 0.0; C 37.3.